Record 1
ORCA calculation (ωB97M-V with the def2-TZVPD basis set) on 2 unconnected molecules or ions with the total composition C15HCl4F17O3 at a distorted geometry.

```
! wB97M-V def2-TZVPD RIJCOSX def2/J DEFGRID3
* xyz 0 1
C -0.22 0.38 -4.75
C -1.02 0.49 -3.84
C -1.68 0.79 -2.63
C -2.08 -0.03 -1.67
C -1.95 -1.53 -1.61
F -2.25 -1.97 -2.84
F -2.87 -2.02 -0.80
C -0.50 -2.06 -1.33
F -0.41 -3.23 -1.95
F 0.36 -1.28 -1.94
C -0.10 -2.37 0.14
F 1.09 -2.94 0.10
F -0.92 -3.31 0.57
C -0.15 -1.24 1.18
F -1.40 -0.79 1.23
F 0.06 -1.79 2.36
C 0.75 -0.01 1.02
F 0.40 0.67 -0.06
F 0.47 0.80 2.04
C 2.30 -0.18 0.95
F 2.74 1.08 0.88
F 2.61 -0.71 -0.22
C 3.04 -0.82 2.16
F 4.17 -0.15 2.30
F 2.40 -0.65 3.30
C 3.45 -2.32 2.08
F 3.95 -2.67 0.93
F 2.49 -3.11 2.44
F 4.41 -2.48 2.98
C -2.77 0.90 -0.68
O -3.59 0.56 0.12
O -2.35 2.18 -0.91
C -2.05 2.21 -2.27
O -2.11 3.17 -2.97
H 0.41 0.31 -5.59
C -1.30 4.82 1.75
Cl -3.03 5.00 2.05
Cl -0.39 5.72 2.97
Cl -0.86 3.11 1.84
Cl -0.91 5.45 0.14
*
```

As for the SMILES: C#CC1=C(C(F)(F)C(F)(F)C(F)(F)C(F)(F)C(F)(F)C(F)(F)C(F)(F)C(F)(F)F)C(=O)OC1=O.ClC(Cl)(Cl)Cl. Its HOMO-LUMO gap is 9.2 eV. The highest occupied orbital energy is -10.8086 eV. The LUMO energy is -1.6 eV. For the molar mass, the calculation gives 693.948 g/mol.

These are the natural (NBO) partial charges, in e, on atoms 1 to 4:
1 C -0.12
2 C 0.01
3 C -0.15
4 C -0.14

Record 2
ORCA calculation (ωB97M-V with the def2-TZVPD basis set) on a molecular structure, C16H10BrN2O2Pd.

```
! wB97M-V def2-TZVPD RIJCOSX def2/J DEFGRID3
* xyz -1 1
Pd 0.27 -1.88 -0.02
Br 6.07 2.90 0.06
C 4.85 1.43 0.03
C 5.35 0.11 0.00
C 4.48 -0.93 -0.02
C 3.04 -0.78 -0.01
O 2.36 -1.84 -0.03
C 2.56 0.60 0.01
C 1.19 1.01 0.02
N 0.17 0.23 -0.02
C -1.15 0.70 -0.01
C -1.58 2.01 -0.02
C -2.95 2.33 -0.01
C -3.91 1.35 0.00
C -3.53 -0.01 0.00
C -4.44 -1.09 0.01
C -3.98 -2.38 0.01
C -2.58 -2.62 0.00
N -1.74 -1.62 -0.01
C -2.16 -0.32 0.00
C 3.51 1.65 0.03
H 6.42 -0.06 0.00
H 4.84 -1.95 -0.04
H 1.05 2.10 0.06
H -0.86 2.82 -0.04
H -3.24 3.37 -0.02
H -4.97 1.60 0.01
H -5.51 -0.88 0.02
H -4.66 -3.22 0.01
H -2.08 -3.59 0.00
H 3.14 2.67 0.05
O 0.06 -3.73 -0.05
*
```

Its HOMO-LUMO gap is 4.5 eV. The highest occupied orbital energy is -2.4217 eV. The LUMO energy is 2.1 eV. For the molar mass, the calculation gives 448.592 g/mol.

These are the natural (NBO) partial charges, in e, on atoms 1 to 4:
1 Pd 0.87
2 Br -0.01
3 C -0.17
4 C -0.21

Question: HOMO-LUMO gap of number 2 (C16H10BrN2O2Pd)?
Answer: 4.5 eV

Question: Among the records above, which one has the highest highest occupied orbital energy?
Answer: C16H10BrN2O2Pd